{
  "formula": "C21H18BrInN7O8",
  "method": "wB97M-V/def2-TZVPD",
  "relative_energy_ev": 0.000,
  "homo_lumo_gap_ha": [0.21344, 0.21342],
  "total_charge": 1,
  "energy_ev": -124085.006,
  "e_homo_ev": [-9.3, -9.3],
  "largest_force_ha_per_bohr": 0.0926,
  "symbols": ["In", "O", "C", "O", "C", "O", "C", "C", "O", "O", "H", "H", "H", "H", "H", "Br", "C", "C", "C", "C", "C", "C", "N", "N", "C", "C", "C", "C", "O", "C", "N", "C", "C", "C", "C", "H", "H", "H", "H", "H", "H", "H", "H", "H", "N", "C", "N", "N", "C", "N", "H", "H", "H", "H", "O", "O"],
  "positions_angstrom": [[1.42827, -2.47239, 0.13933], [-0.37716, -4.81694, 3.20072], [0.45210, -4.43806, 2.30112], [0.84727, -3.26046, 2.22589], [0.93668, -5.57887, 1.40139], [1.92729, -5.09137, 0.52138], [1.79343, -5.56680, -0.82413], [0.50697, -5.02319, -1.49302], [-0.07842, -5.73948, -2.28192], [0.20552, -3.79732, -1.14249], [-0.92724, -4.14261, 3.62483], [0.10090, -5.92983, 0.80121], [1.39961, -6.48963, 1.83871], [1.89102, -6.62943, -0.86800], [2.66567, -5.10832, -1.32619], [-8.15227, 5.83611, -0.10565], [-6.36973, 5.42427, 0.15446], [-5.49284, 5.08763, -0.92217], [-4.17035, 4.75186, -0.80183], [-3.65855, 4.65062, 0.48806], [-4.45630, 5.00030, 1.63826], [-5.78307, 5.41794, 1.46292], [-2.42992, 4.10465, 0.70615], [-2.14506, 3.19673, -0.16620], [-1.09331, 2.37860, 0.14102], [-0.43267, 2.51219, 1.41157], [0.47802, 1.52422, 1.80383], [0.64632, 0.34841, 0.96326], [1.61559, -0.48363, 1.14849], [-0.19498, 0.13370, -0.13989], [-0.07924, -1.07370, -0.87136], [-1.03811, -1.25153, -1.80997], [-1.82087, -0.23153, -2.32484], [-1.83286, 0.97558, -1.73279], [-1.00515, 1.13459, -0.56260], [-6.01816, 5.12613, -1.88268], [-3.62015, 4.56535, -1.68445], [-3.98481, 4.85069, 2.64557], [-6.46959, 5.59359, 2.33794], [-0.55870, 3.47931, 1.92590], [1.04340, 1.52666, 2.76973], [-1.13266, -2.28536, -2.13937], [-2.43845, -0.44066, -3.18636], [-2.41867, 1.78358, -2.14514], [6.43923, 1.21323, 0.04831], [5.77882, -0.00564, 0.16772], [6.08557, -0.77414, 1.23274], [4.85637, -0.29657, -0.77183], [4.10724, -1.30745, -0.67040], [3.37087, -2.27587, -0.77719], [6.97680, 1.62639, 0.84669], [6.27620, 1.62947, -0.81407], [7.01662, -0.65310, 1.64744], [5.64259, -1.70150, 1.26034], [2.41016, 1.36250, -4.45202], [1.28078, 1.63105, -4.95840]],
  "nbo_charge": [1.954, -0.615, 0.837, -0.645, -0.198, -0.535, -0.199, 0.747, -0.578, -0.847, 0.533, 0.239, 0.253, 0.214, 0.223, 0.122, -0.124, -0.216, -0.213, 0.096, -0.199, -0.225, -0.194, -0.189, 0.044, -0.153, -0.278, 0.357, -0.801, 0.098, -0.581, 0.119, -0.280, -0.058, -0.078, 0.221, 0.232, 0.236, 0.233, 0.254, 0.231, 0.246, 0.240, 0.253, -0.761, 0.689, -0.769, -0.593, 0.657, -0.717, 0.434, 0.427, 0.428, 0.425, -0.008, 0.010]
}



{
  "formula": "CH5FOP2",
  "method": "wB97M-V/def2-TZVPD",
  "relative_energy_ev": 3.233,
  "homo_lumo_gap_ha": [0.29045, 0.29459],
  "energy_ev": -24457.424,
  "e_homo_ev": [-8.9, -8.2],
  "largest_force_ha_per_bohr": 0.0888,
  "symbols": ["C", "O", "F", "P", "P", "H", "H", "H", "H", "H"],
  "positions_angstrom": [[-1.69082, 2.09301, -0.47251], [1.25865, -1.81837, 1.84635], [0.81776, -0.28893, -1.89213], [0.81914, -2.00835, 0.21224], [1.32050, -0.04109, -0.40620], [-0.69185, 2.41196, -0.57194], [-1.96018, 1.40857, 0.40086], [-2.38552, 2.13163, -1.19686], [0.56188, -1.36740, 2.28670], [1.95045, -2.52103, -0.20652]],
  "nbo_charge": [-0.477, -0.960, -0.587, 0.523, 0.602, 0.166, 0.157, 0.153, 0.483, -0.061]
}



{
  "formula": "C4H10NOP",
  "method": "wB97M-V/def2-TZVPD",
  "relative_energy_ev": 5.521,
  "homo_lumo_gap_ha": 0.32535,
  "energy_ev": -17131.447,
  "e_homo_ev": -8.2,
  "largest_force_ha_per_bohr": 0.0968,
  "symbols": ["C", "C", "C", "C", "N", "O", "P", "H", "H", "H", "H", "H", "H", "H", "H", "H", "H"],
  "positions_angstrom": [[-0.41321, 0.75163, -0.72352], [-2.69792, 0.94713, -1.24132], [0.97838, -1.37387, 0.86815], [1.02495, 0.17620, 0.87579], [-1.56849, 0.54333, -0.43149], [-0.31685, -1.89910, 1.40947], [2.53072, 1.00685, 0.29862], [0.20605, 1.15755, -1.55725], [-2.37323, 1.09045, -2.22887], [-3.13729, 1.92990, -1.08945], [-3.43118, 0.15291, -0.94970], [1.68627, -1.82455, 1.72672], [1.31252, -1.67363, -0.08159], [0.39911, 0.48052, 1.77442], [-0.82385, -1.98709, 0.58466], [3.12903, 0.09363, -0.58116], [3.49502, 0.42814, 1.34652]],
  "nbo_charge": [0.188, -0.450, -0.113, -0.575, -0.447, -0.719, 0.290, 0.163, 0.188, 0.218, 0.221, 0.180, 0.174, 0.260, 0.465, -0.027, -0.016]
}



{
  "formula": "C28H23N3O2SV",
  "method": "wB97M-V/def2-TZVPD",
  "relative_energy_ev": 0.061,
  "homo_lumo_gap_ha": [0.27255, 0.27248],
  "total_charge": 1,
  "energy_ev": -74487.005,
  "e_homo_ev": [-11.2, -11.2],
  "largest_force_ha_per_bohr": 0.0066,
  "symbols": ["V", "O", "N", "N", "O", "C", "C", "C", "C", "C", "C", "H", "H", "H", "H", "H", "N", "S", "C", "C", "C", "C", "C", "C", "C", "C", "C", "C", "C", "C", "H", "H", "H", "H", "H", "H", "H", "H", "H", "H", "H", "C", "C", "C", "C", "C", "C", "C", "C", "C", "C", "H", "H", "H", "H", "H", "H", "H"],
  "positions_angstrom": [[0.32275, -0.33831, -0.37484], [-0.59396, -0.64190, -1.96159], [-0.08948, -1.78944, -1.45753], [1.33656, -1.72742, -1.72638], [1.83674, -0.39159, -1.23189], [2.02646, -2.82925, -1.10799], [1.57110, -4.10209, -1.43448], [2.21157, -5.20481, -0.89542], [3.29774, -5.03893, -0.04693], [3.75062, -3.76368, 0.25265], [3.11965, -2.64728, -0.27683], [0.73090, -4.21809, -2.10527], [1.86204, -6.19768, -1.14453], [3.79599, -5.90346, 0.37025], [4.60502, -3.62982, 0.90258], [3.47137, -1.65181, -0.05020], [-0.65857, 1.36638, -0.19662], [-1.21342, 2.08449, -1.55116], [-2.64522, 3.01823, -1.04451], [-3.31428, 2.66957, 0.11670], [-4.47309, 3.35904, 0.45013], [-4.94956, 4.36343, -0.37697], [-4.27410, 4.68816, -1.54782], [-3.11550, 4.01412, -1.89245], [-0.05451, 3.36239, -1.95917], [0.79455, 3.08536, -3.02163], [1.77739, 4.00935, -3.34929], [1.89588, 5.18036, -2.61685], [1.03787, 5.44340, -1.55303], [0.05317, 4.53253, -1.21543], [-0.48891, 2.03161, 0.55325], [-2.94712, 1.86801, 0.74281], [-5.00435, 3.10210, 1.35630], [-5.85390, 4.89462, -0.11317], [-4.65060, 5.46856, -2.19473], [-2.58359, 4.26807, -2.80072], [0.69006, 2.16188, -3.57803], [2.44536, 3.81319, -4.17650], [2.66018, 5.90027, -2.87705], [1.13519, 6.36273, -0.99185], [-0.63189, 4.73682, -0.40160], [-0.80677, -4.85306, 3.33151], [-1.07133, -4.77513, 1.95073], [-0.71739, -3.66331, 1.23482], [-0.07737, -2.58636, 1.88126], [0.32842, -1.40985, 1.20078], [0.95777, -0.38328, 1.86095], [1.20353, -0.43866, 3.25392], [0.82540, -1.56336, 3.92456], [0.18668, -2.65787, 3.27096], [-0.19392, -3.81649, 3.98115], [-1.09447, -5.73983, 3.88026], [-1.56073, -5.60334, 1.45564], [-0.91573, -3.59199, 0.17477], [1.32814, 0.51320, 1.33218], [1.69957, 0.37590, 3.76250], [1.01607, -1.64239, 4.98797], [0.00600, -3.87327, 5.04382]],
  "nbo_charge": [0.988, -0.411, 0.028, -0.005, -0.396, 0.159, -0.243, -0.189, -0.202, -0.190, -0.258, 0.237, 0.227, 0.226, 0.225, 0.235, -1.041, 1.140, -0.170, -0.239, -0.189, -0.177, -0.186, -0.235, -0.196, -0.212, -0.195, -0.167, -0.185, -0.234, 0.397, 0.240, 0.233, 0.233, 0.235, 0.235, 0.243, 0.237, 0.234, 0.233, 0.233, -0.186, -0.186, -0.187, -0.001, -0.122, -0.236, -0.232, -0.108, -0.075, -0.172, 0.228, 0.226, 0.235, 0.237, 0.233, 0.227, 0.222]
}



{
  "formula": "C4H8N2O2",
  "method": "wB97M-V/def2-TZVPD",
  "relative_energy_ev": 4.310,
  "homo_lumo_gap_ha": 0.36916,
  "energy_ev": -11349.803,
  "smiles": "CCC(=O)N(C)N=O",
  "e_homo_ev": -9.5,
  "largest_force_ha_per_bohr": 0.0912,
  "symbols": ["C", "C", "C", "O", "N", "C", "N", "O", "H", "H", "H", "H", "H", "H", "H", "H"],
  "positions_angstrom": [[-2.43808, 0.72873, -0.29425], [-1.00742, 0.96064, 0.06838], [-0.32026, -0.31464, 0.28308], [-0.77126, -1.39496, 0.39614], [1.19038, -0.27375, 0.12388], [1.95285, -1.41278, 0.04789], [1.67296, 0.89913, 0.03579], [2.88902, 0.99913, 0.08534], [-2.97894, 0.04611, 0.50928], [-2.51911, 0.24519, -1.36484], [-3.04008, 1.70779, -0.13081], [-0.39935, 1.64061, -0.61256], [-0.95564, 1.53288, 0.93468], [2.15343, -2.11076, 0.95666], [1.66450, -2.09512, -0.73781], [2.90699, -1.15818, -0.30086]],
  "nbo_charge": [-0.614, -0.560, 0.726, -0.516, -0.265, -0.477, 0.227, -0.408, 0.230, 0.225, 0.224, 0.266, 0.250, 0.223, 0.222, 0.246]
}



{
  "formula": "C3H6N2O2S",
  "method": "wB97M-V/def2-TZVPD",
  "relative_energy_ev": 7.690,
  "homo_lumo_gap_ha": [0.25442, 0.27399],
  "energy_ev": -21112.159,
  "e_homo_ev": [-8.7, -8.7],
  "largest_force_ha_per_bohr": 0.0723,
  "symbols": ["C", "C", "C", "N", "N", "O", "O", "S", "H", "H", "H", "H", "H", "H"],
  "positions_angstrom": [[1.75152, -0.06836, 1.27574], [0.68903, -0.49994, 1.68004], [-0.62122, -0.60715, 1.84513], [0.52085, 1.31108, -1.38969], [0.46149, -0.01466, -1.39017], [-2.08848, 0.48220, -1.23056], [-1.50743, -1.79539, -1.59132], [-1.24374, -0.57320, -0.85915], [2.65732, 0.15777, 0.83434], [-1.20239, 0.28836, 2.18301], [-1.09779, -1.55779, 2.00464], [-0.25069, 1.71318, -1.99946], [0.68004, 1.72539, -0.37908], [1.25148, -0.56150, -0.98349]],
  "nbo_charge": [-0.216, -0.076, -0.432, -0.600, -0.554, -0.939, -0.904, 1.855, 0.232, 0.235, 0.228, 0.407, 0.365, 0.400]
}